No. 1
16
Properties=species:S:1:pos:R:3:forces:R:3 method="wB97M-V/def2-TZVPD" energy_ha=-250.855603 spin_multiplicity=1 e_above_lowest_kj_mol=107.8
O 3.803799 -0.523295 4.148302 0.005 -0.003 -0.097
N -0.014050 0.843709 0.009380 0.664 0.522 0.032
C -1.878704 0.087545 -1.358906 0.132 1.100 -0.613
C -1.084636 -1.219378 -1.442296 1.163 0.785 0.179
C -0.795184 1.202759 -1.153525 -0.663 -0.152 0.616
H -0.324592 0.873350 0.957353 -0.554 0.224 -0.046
H -2.495866 0.351677 -2.271006 0.921 -0.696 0.502
H -0.140217 -0.934204 -1.962862 -0.843 -0.854 -0.687
H -2.645621 0.031113 -0.591565 0.169 0.285 0.563
H -0.599817 -1.618875 -0.530476 -1.077 0.510 0.114
H 3.485077 -0.472347 5.053226 0.042 -0.003 0.044
H -0.134584 1.161055 -2.035318 -0.166 0.022 0.340
H 4.759792 -0.609955 4.214251 -0.050 0.006 0.049
H -1.705140 -1.978495 -1.856410 0.049 -0.814 -0.796
H 0.930298 0.541454 -0.068174 0.281 0.019 -0.279
H -1.160551 2.263881 -1.111973 -0.073 -0.952 0.080

---

No. 2
59
Properties=species:S:1:pos:R:3:forces:R:3 method="wB97M-V/def2-TZVPD" energy_ha=-1396.524735 spin_multiplicity=1
F -6.132123 -0.228246 -1.588007 0.104 0.050 0.042
O 1.626351 0.760202 2.005600 -0.115 0.187 0.186
O 2.067540 -2.534397 -0.694013 0.072 -0.280 -0.374
N -0.190600 1.739944 -0.277200 -0.414 -0.374 -0.259
N 0.792470 -1.647060 0.952345 -0.393 0.037 0.297
N -0.082541 3.421525 1.116120 0.860 0.607 0.566
N 0.584329 2.565091 0.389244 -0.645 0.162 -0.296
N -1.329348 3.178339 0.940964 -0.782 0.001 0.006
N 3.194996 0.244036 0.483039 -0.099 -0.061 0.084
C -2.619045 0.556869 -1.365093 -0.081 0.194 0.167
C 4.199896 0.603024 -0.502307 0.126 0.119 -0.294
C -1.192163 -2.987649 1.475131 -0.167 0.023 -0.163
C -2.642049 1.531396 -0.367954 -0.390 -0.246 -0.178
C 5.637772 0.270456 -0.028095 0.065 -0.057 -0.019
C 3.154051 -1.140644 0.945978 -0.234 -0.154 0.090
C -2.913129 -3.696625 -0.248879 0.001 -0.055 0.316
C 5.443531 -0.431378 -2.314161 -0.064 -0.065 0.030
C 6.175092 -0.765881 -1.017559 0.096 0.130 -0.056
C -0.491778 -2.088892 0.454674 -0.116 -0.218 0.019
C 2.295439 1.075019 1.033721 0.139 0.189 0.064
C -3.794721 -0.037105 -1.781100 -0.236 -0.025 0.003
C 4.021904 -0.136651 -1.842426 0.136 0.129 -0.089
C -3.518355 -1.983396 1.484614 0.101 -0.248 0.037
C -1.407485 2.137443 0.083825 1.029 0.092 0.026
C -5.030917 1.322216 -0.200179 -0.145 -0.179 -0.159
C -2.681155 -3.225642 1.184691 0.051 0.078 0.026
C 2.009524 2.435243 0.369366 0.371 -0.247 0.122
C -4.983435 0.353739 -1.188482 0.117 0.067 0.041
C 1.946020 -1.859885 0.310784 0.425 0.169 0.383
C -3.851822 1.913265 0.208781 0.230 -0.110 -0.125
H 5.884196 0.456354 -2.771653 0.065 0.022 -0.067
H -5.978673 1.598257 0.233770 -0.106 0.008 0.030
H -3.013619 -4.021638 1.861642 0.027 0.039 -0.042
H 6.247107 1.173331 -0.074854 0.016 0.019 0.043
H -3.802946 -0.792994 -2.550363 -0.026 -0.078 -0.075
H -0.672108 -3.947270 1.506520 0.082 -0.007 0.053
H 5.914021 -1.776878 -0.702034 0.005 -0.065 0.022
H 4.138758 1.680427 -0.654673 -0.028 -0.091 0.030
H -3.950465 -3.995359 -0.381687 -0.105 -0.022 -0.086
H -3.403875 -1.684507 2.524116 -0.013 0.082 0.123
H -3.847343 2.670387 0.976707 -0.043 0.066 0.082
H 3.486551 -1.071997 -1.684074 -0.036 0.001 0.021
H 5.476272 -1.245231 -3.035165 0.029 0.018 -0.100
H -1.100298 -2.528868 2.462886 0.040 -0.033 0.073
H 4.060362 -1.651233 0.630696 -0.077 0.002 0.019
H 3.072446 -1.154068 2.035852 0.106 -0.015 -0.107
H 3.457652 0.456775 -2.560289 -0.122 -0.001 -0.012
H 2.341910 2.479811 -0.667784 -0.021 0.076 0.149
H -0.304109 -2.627807 -0.475301 -0.089 0.122 0.038
H 0.785810 -0.998263 1.729826 0.188 -0.034 -0.156
H 5.653128 -0.081393 1.001988 0.003 0.062 0.073
H -4.570915 -2.187364 1.302361 -0.151 0.041 -0.022
H -1.102432 -1.205841 0.243576 0.016 -0.042 -0.083
H -2.278541 -4.548767 -0.480119 0.072 -0.116 -0.120
H 2.426482 3.255303 0.956796 -0.022 -0.096 -0.099
H 7.257550 -0.711058 -1.119420 0.048 -0.086 0.031
H -1.674773 0.275985 -1.805637 0.073 -0.052 -0.062
H -3.224981 -1.148629 0.853616 0.001 0.160 -0.087
H -2.697065 -2.899153 -0.954599 0.031 0.103 -0.162

---

No. 3
56
Properties=species:S:1:pos:R:3:forces:R:3 method="wB97M-V/def2-TZVPD" energy_ha=-1713.163144 spin_multiplicity=1 e_above_lowest_kj_mol=222.3
S 4.865473 -0.427376 0.059259 0.013 -0.023 -0.019
O 3.722780 -0.471728 -0.818807 0.007 0.002 -0.001
O 2.234479 1.415649 1.581761 0.006 -0.007 -0.003
O -1.798304 -2.238750 1.249142 0.000 0.040 0.036
O 5.604583 -1.637992 0.321147 -0.013 0.005 -0.007
N 2.247130 -0.818279 1.905823 0.004 -0.008 -0.004
N -3.713004 -0.457950 -0.931297 -0.008 -0.003 -0.005
N -7.229161 -0.156780 -0.722683 0.017 -0.001 0.008
N -1.004338 -0.422942 0.149770 0.005 0.009 0.001
N -6.004183 -0.429827 -0.258412 -0.028 -0.002 -0.002
C 4.979947 -0.468694 2.823946 -0.011 0.004 -0.016
C -5.018091 -0.241372 -1.214861 0.020 -0.002 -0.017
C -5.702604 -0.854207 0.994703 -0.006 0.010 -0.006
C -7.013557 0.208683 -1.987843 -0.010 -0.003 0.003
C 2.851788 0.373792 1.709426 -0.016 0.008 0.002
C 0.805406 -0.937354 1.762870 0.010 0.001 -0.010
C 5.991509 0.864958 -0.465307 0.010 0.006 0.014
C -1.187071 0.926597 -0.369181 0.005 -0.002 -0.006
C -5.033866 0.541634 -3.671451 0.000 0.004 0.008
C -1.994266 -1.213636 0.605873 0.010 -0.088 -0.073
C -4.402526 -1.087855 1.288364 0.002 -0.035 -0.024
C -3.426743 -0.863598 0.273066 0.003 0.065 0.069
C 0.389742 -0.869031 0.286198 -0.017 0.018 0.002
C 4.385344 0.333909 1.666811 -0.002 0.011 0.035
C -4.219121 1.833533 -3.590661 0.002 -0.005 -0.009
C 0.676024 -2.160526 -0.466867 -0.005 0.017 0.004
C 4.989293 1.737786 1.580818 -0.023 0.000 -0.005
C 6.309061 1.633908 0.811500 0.013 -0.009 -0.003
C -5.666257 0.178965 -2.366166 -0.019 -0.005 0.014
H 0.984819 -0.076013 -0.167174 0.001 -0.004 -0.005
H -0.445578 1.576699 0.097829 0.001 0.004 0.002
H -7.860687 0.484511 -2.597649 0.009 0.002 -0.009
H 4.748571 -1.529843 2.762492 0.003 -0.002 0.001
H 4.290389 2.387981 1.053846 0.005 0.002 0.004
H -4.384499 -0.274082 -3.998009 0.001 0.002 -0.003
H 5.451086 1.476127 -1.186776 -0.012 -0.010 0.000
H 0.345280 -0.114025 2.308568 -0.005 -0.007 0.001
H 2.802942 -1.656419 1.875637 0.000 0.001 0.000
H 0.379366 -2.062497 -1.511647 0.002 0.001 0.000
H 1.748907 -2.356332 -0.450355 0.000 -0.008 0.003
H -1.054270 0.953085 -1.452415 0.001 0.005 0.002
H -3.764055 2.071503 -4.553055 0.000 0.002 0.002
H -6.538291 -0.977615 1.667484 0.004 -0.003 0.004
H 0.141139 -2.998827 -0.025127 0.003 -0.012 -0.002
H 5.125022 2.145190 2.582670 0.009 0.006 -0.002
H 0.482153 -1.874188 2.209561 -0.002 0.003 0.009
H 4.587686 -0.075071 3.762283 0.006 0.000 0.004
H 7.060169 1.095704 1.392791 0.002 0.010 0.001
H 6.843142 0.381802 -0.938379 -0.002 -0.001 -0.006
H -2.176739 1.303436 -0.135553 0.007 0.002 0.002
H -4.850285 2.672283 -3.293534 -0.001 0.000 0.000
H -5.815981 0.639814 -4.426962 0.001 0.001 -0.002
H 6.065350 -0.380814 2.831812 0.002 -0.005 0.004
H 6.715340 2.617692 0.581894 -0.002 0.003 0.002
H -3.422279 1.733005 -2.852650 0.001 0.001 0.000
H -4.098168 -1.454622 2.255464 -0.004 -0.002 0.001

---

No. 4
21
Properties=species:S:1:pos:R:3:forces:R:3 method="wB97M-V/def2-TZVPD" energy_ha=-254.191574 spin_multiplicity=1 e_above_lowest_kj_mol=132.7
N -0.688516 1.115129 -1.533748 -0.998 -3.158 0.685
C 0.593369 -1.359136 3.335468 3.938 0.073 1.354
C -0.516439 -0.068211 -3.831729 -2.947 0.180 0.303
C -1.375479 0.355050 -2.591420 -0.621 -0.182 0.517
C 0.301341 -0.336858 2.289034 -2.115 -1.209 -1.677
C 1.184387 0.843855 1.947151 0.455 -0.629 -1.136
H -0.297296 1.965094 -1.774804 1.249 1.623 -0.607
H 1.865747 0.634516 1.054131 -1.544 0.529 0.450
H -2.255201 0.940917 -2.943732 0.511 -0.385 0.335
H 1.950356 0.750188 2.661368 0.945 1.304 1.654
H -0.161484 -2.060235 3.438018 -2.000 -0.984 0.214
H -1.764032 -0.522430 -1.970931 0.228 0.798 -1.465
H -1.114119 -0.273675 -4.739966 -0.178 0.508 0.419
H 1.468287 -2.053038 3.161357 -0.357 1.013 -0.149
H 0.793804 -0.894549 4.325806 -0.224 -0.258 -0.426
H -0.686210 -0.006396 2.662626 0.173 0.313 -0.938
H -0.095055 0.449029 -1.011770 -0.126 1.296 -0.434
H 0.162958 0.693945 -4.062317 1.288 0.889 -0.286
H 0.573835 1.787937 1.889197 1.265 -0.857 0.061
H -0.113376 -1.007673 -3.662560 1.603 -1.566 0.575
H 0.173132 -0.953462 1.358816 -0.544 0.701 0.552

---

No. 5
14
Properties=species:S:1:pos:R:3:forces:R:3 method="wB97M-V/def2-TZVPD" energy_ha=-307.488972 spin_multiplicity=1 e_above_lowest_kj_mol=586.7
O 0.821848 -0.192237 1.117190 0.018 -0.054 0.067
O 0.174590 1.162372 -1.825276 0.103 -0.145 -0.041
C -0.968220 -1.710698 0.351585 -0.045 -0.051 0.010
C -0.052653 1.117573 -0.479166 -0.044 0.340 0.160
C 1.108349 1.066905 0.538917 0.109 0.327 -0.065
C 0.026506 -0.618854 0.003872 -0.119 -0.439 0.047
H 2.065936 1.084711 0.000738 -0.119 -0.045 0.068
H -0.411689 -2.654931 0.344446 -0.064 0.143 -0.019
H -1.737461 -1.785505 -0.423937 0.115 0.019 0.097
H 1.085069 1.857607 1.296224 -0.004 -0.109 -0.110
H -1.445411 -1.607583 1.336297 0.058 0.022 -0.117
H -0.779368 1.932885 -0.291642 0.040 -0.120 0.032
H -0.890764 0.290374 0.104645 0.003 0.010 -0.072
H 0.658147 0.330091 -1.990694 -0.052 0.102 -0.058

---

No. 6
93
Properties=species:S:1:pos:R:3:forces:R:3 method="wB97M-V/def2-TZVPD" energy_ha=-5146.716563 spin_multiplicity=1
Cl 8.601538 1.265961 0.083918 -1.268 0.139 -0.884
S -0.711723 3.502192 -2.282524 3.347 -2.460 -0.473
P 4.992545 -0.536204 -4.383503 2.038 3.146 0.893
F 4.459783 -3.583444 2.453685 -0.540 0.201 -0.080
F -9.026011 0.183340 4.102652 0.776 -0.089 -0.141
F -7.398280 0.878062 -3.440082 -0.051 0.153 0.339
F 4.010934 -0.981907 3.549355 -0.140 -0.428 -0.129
F -4.616149 4.247285 5.281697 -0.277 -0.170 0.311
F -4.396755 -0.806197 -0.863112 0.881 0.124 0.140
F -8.036842 2.090642 3.820736 -0.107 -0.895 -0.359
F 2.645979 -2.603168 1.778690 -0.027 0.193 0.318
F -5.933573 3.128750 3.970317 0.203 0.327 0.371
F -3.688629 1.456893 -2.525134 0.193 -0.031 0.461
F -6.033326 2.499323 -1.669417 -0.167 -0.419 -0.120
F -5.505185 0.700691 4.030709 -0.572 -0.302 0.026
F 7.165595 -3.640080 5.759965 0.019 0.397 -0.697
F 2.106748 -1.695567 4.322119 0.175 -0.546 -0.193
F -5.353922 1.864816 6.467601 -0.177 0.387 -0.258
F 6.355631 -2.024337 2.693638 0.148 -0.046 0.457
F -6.777514 0.049590 2.390164 -0.555 -0.080 0.735
F -7.937512 1.785662 -0.896653 0.101 -0.523 -0.170
F -2.878664 -0.158850 0.541193 0.040 0.360 -0.662
F 5.647504 -4.287427 4.355660 0.899 0.187 0.136
F -6.153288 3.617608 7.478114 -0.184 0.190 -0.538
F 7.968242 -3.439866 3.054062 -0.315 -0.072 0.482
F -5.584476 -0.102214 -2.765087 -0.559 0.184 -0.059
F -2.076018 0.041363 -2.164710 -0.239 -0.079 0.452
O -7.786687 0.963688 5.773840 0.610 0.389 -1.854
O -4.610069 1.189961 0.193803 0.606 -1.073 -1.522
O 5.434190 -2.291269 5.412575 0.554 -1.049 -1.519
O 1.406458 0.096667 -6.133358 2.326 -0.200 -1.221
N 0.059947 2.887635 -3.755006 3.562 -2.255 5.113
N 6.413007 0.277568 -4.170336 -2.572 -0.537 0.532
N 0.178270 2.842844 -0.902835 3.168 -2.189 -5.463
C 7.092170 0.992112 -0.956049 -1.762 -1.253 -0.448
C -7.669931 2.295645 6.281297 -0.797 -0.166 0.831
C 4.046156 -2.603717 5.267699 -0.170 0.192 1.136
C 2.527304 1.163641 -0.843275 1.086 -0.759 -2.963
C -6.249534 2.878396 6.327632 0.169 -0.902 0.534
C 2.381461 1.237416 -4.120810 2.053 -1.199 1.892
C 1.295052 2.035552 -1.557063 -0.213 0.135 -1.160
C 3.371510 -2.101051 3.982611 0.391 0.876 0.406
C -6.672749 1.380179 -1.236161 0.570 0.822 0.380
C -7.870762 0.856394 4.354464 -1.340 0.896 1.555
C 7.152072 -2.539373 3.662582 0.584 0.458 -0.705
C 3.252799 -3.138414 2.873759 -0.337 -0.342 -1.021
C 1.232911 2.059962 -3.227129 -0.671 0.563 1.005
C 3.691043 0.357821 -1.733912 -3.202 2.143 -0.142
C 5.853339 0.434483 -0.008254 1.278 -0.822 0.085
C -3.710797 0.283062 -0.440273 -1.355 -0.125 1.605
C -6.685952 0.098361 3.745359 0.933 -0.458 0.067
C 2.330840 1.202683 -5.790766 -1.173 0.786 1.318
C 2.012480 -0.845592 -7.087907 -0.044 -1.377 -1.550
C 3.629452 0.392651 -3.404542 -4.819 2.486 1.525
C -6.791461 0.342815 -2.345012 -0.320 -0.276 -1.059
C 6.333462 -3.198167 4.778498 -1.342 -0.234 1.641
C 0.879555 -3.173179 -6.290305 -0.139 -0.378 -0.689
C -5.998104 0.877512 0.048927 -0.229 0.372 0.835
C 0.971877 -2.073856 -7.541775 1.530 -0.261 1.286
C -2.892188 0.941856 -1.556190 0.435 0.432 -0.618
C 4.843334 -0.478829 -0.921507 -0.921 -0.213 0.826
C -5.889186 3.781196 5.155083 0.835 0.754 -0.543
H 2.657107 -3.998204 3.191681 0.006 0.074 0.185
H -8.005383 2.216208 7.323330 0.309 -0.105 -0.198
H 6.367676 -0.314833 0.765684 -1.205 1.611 -1.683
H 3.839921 -3.662199 5.465432 0.086 0.197 -0.342
H 6.135481 1.095356 -3.574782 0.577 -0.851 -0.671
H 6.720252 1.947799 -1.547609 1.314 -1.876 1.351
H -6.204340 -0.180970 0.246661 0.103 0.290 -0.413
H -2.272946 1.753328 -1.162826 -0.186 -0.250 0.258
H 7.771314 -1.727902 4.055945 -0.128 -0.117 0.199
H -6.640142 -0.927632 4.122081 -0.228 0.119 0.081
H 1.551619 -2.652387 -8.406003 -1.420 1.449 1.633
H 4.778493 -0.518731 -5.837156 -0.576 -0.745 1.404
H -7.387153 -0.516974 -2.027091 0.007 0.066 0.193
H -6.480845 1.408620 0.879324 0.251 0.124 -0.613
H 7.353739 0.099441 -1.702321 -0.451 2.328 1.527
H 0.187317 -2.796300 -5.407943 1.463 -0.876 -1.942
H 1.815996 2.200730 -6.154153 1.155 -1.958 0.758
H 2.968033 -1.404779 -6.667471 -1.910 1.252 -0.506
H 5.492551 -1.201042 -1.600652 -1.472 1.754 1.171
H 3.563415 -2.072610 6.098096 0.152 0.101 -0.336
H 5.331149 1.266310 0.630570 0.878 -1.537 -1.515
H 2.364999 -0.345086 -8.104736 -0.785 -0.492 2.170
H 5.035211 -1.884639 -3.865523 -0.521 0.538 -0.677
H 1.958744 -3.444829 -5.860380 -2.295 0.853 -0.975
H 4.260872 -1.189691 -0.159689 1.148 1.554 -1.699
H -0.073774 -1.681413 -7.890998 2.107 -0.778 0.706
H -6.552203 4.648611 5.098867 -0.125 -0.087 0.135
H 2.573031 1.102044 0.347497 -0.097 0.147 -2.999
H -8.390254 2.978124 5.815063 0.377 -0.101 -0.096
H 0.480784 -4.188724 -6.772718 0.588 2.207 1.334
H 3.391436 1.112801 -6.277900 -2.045 0.030 1.109

---

In order of appearance, E_HOMO = -0.310 -0.329 -0.307 -0.330 -0.278 -0.312 hartree.
In order of appearance, max |F| = 0.0275 0.0232 0.0022 0.0810 0.0089 0.1300 hartree/bohr.
In order of appearance, HOMO-LUMO gap = 9.41 9.49 8.56 10.01 8.51 6.61 eV.